{
  "formula": "C18H52O14",
  "method": "ωB97M-V/def2-TZVPD",
  "species": ["C", "C", "C", "O", "H", "H", "H", "H", "H", "H", "H", "H", "C", "C", "C", "O", "H", "H", "H", "H", "H", "H", "H", "H", "O", "C", "C", "O", "H", "H", "H", "H", "H", "H", "O", "C", "C", "O", "H", "H", "H", "H", "H", "H", "O", "C", "C", "O", "H", "H", "H", "H", "H", "H", "O", "C", "C", "O", "H", "H", "H", "H", "H", "H", "O", "C", "C", "O", "H", "H", "H", "H", "H", "H", "O", "C", "C", "O", "H", "H", "H", "H", "H", "H"],
  "xyz": [[-16.777, -3.318, 12.148], [-17.342, -4.335, 11.186], [-16.743, -4.334, 9.749], [-17.190, -5.678, 11.711], [-16.882, -2.273, 11.770], [-15.726, -3.491, 12.226], [-17.176, -3.365, 13.163], [-18.421, -4.137, 11.157], [-16.698, -3.250, 9.379], [-17.427, -4.887, 9.074], [-15.743, -4.766, 9.833], [-16.890, -5.776, 12.619], [-12.063, -12.034, 12.729], [-12.889, -12.235, 13.959], [-12.226, -11.587, 15.162], [-14.255, -11.810, 13.787], [-11.034, -12.283, 12.911], [-12.225, -10.959, 12.528], [-12.449, -12.602, 11.886], [-13.035, -13.269, 14.022], [-11.879, -10.533, 14.971], [-11.325, -12.144, 15.389], [-12.793, -11.594, 16.077], [-14.423, -11.194, 13.061], [-15.315, -11.270, 16.223], [-16.484, -10.853, 16.965], [-16.073, -9.518, 17.572], [-15.616, -8.515, 16.656], [-15.359, -11.386, 15.260], [-17.276, -10.685, 16.157], [-16.767, -11.647, 17.668], [-15.256, -9.706, 18.261], [-16.863, -9.025, 18.108], [-14.966, -8.886, 16.014], [-17.591, -11.371, 10.473], [-16.386, -10.863, 9.898], [-15.362, -10.713, 10.987], [-14.122, -10.264, 10.492], [-17.470, -11.705, 11.371], [-16.045, -11.560, 9.126], [-16.539, -9.887, 9.451], [-15.155, -11.660, 11.445], [-15.849, -10.004, 11.715], [-14.098, -9.292, 10.393], [-15.736, -4.712, 15.974], [-14.365, -4.232, 15.984], [-14.375, -2.726, 16.068], [-15.238, -2.261, 17.109], [-16.080, -4.473, 16.841], [-13.860, -4.737, 16.797], [-13.930, -4.509, 15.050], [-14.790, -2.345, 15.085], [-13.365, -2.279, 16.219], [-14.682, -1.867, 17.785], [-20.418, -8.773, 13.871], [-19.329, -8.590, 12.916], [-18.012, -9.298, 13.267], [-17.611, -9.049, 14.573], [-19.988, -8.717, 14.723], [-19.729, -8.992, 11.976], [-19.161, -7.545, 12.762], [-17.205, -8.990, 12.548], [-18.185, -10.358, 13.113], [-17.054, -8.248, 14.650], [-11.484, -3.569, 13.997], [-10.094, -3.782, 13.789], [-9.775, -5.151, 14.437], [-8.414, -5.570, 14.224], [-11.686, -2.592, 13.993], [-9.877, -3.886, 12.728], [-9.369, -3.051, 14.218], [-10.515, -5.883, 13.962], [-10.034, -5.037, 15.549], [-8.102, -6.159, 14.902], [-15.046, -7.498, 11.397], [-14.274, -6.963, 12.432], [-14.842, -7.386, 13.765], [-16.094, -6.643, 14.001], [-15.775, -6.863, 11.272], [-13.260, -7.336, 12.219], [-14.372, -5.883, 12.387], [-14.176, -7.190, 14.621], [-15.167, -8.392, 13.715], [-15.991, -6.260, 14.899]],
  "lowdin_charge": [-0.064, -0.454, -0.039, -0.091, 0.095, 0.059, 0.084, 0.131, 0.099, 0.083, 0.071, 0.037, -0.052, -0.468, -0.046, -0.073, 0.081, 0.088, 0.087, 0.121, 0.098, 0.074, 0.058, 0.050, -0.115, -0.199, -0.227, -0.097, 0.050, 0.121, 0.116, 0.110, 0.112, 0.078, -0.068, -0.223, -0.291, -0.059, 0.073, 0.123, 0.122, 0.107, 0.103, 0.084, -0.082, -0.207, -0.239, -0.063, 0.094, 0.124, 0.095, 0.135, 0.126, 0.085, -0.069, -0.196, -0.249, -0.080, 0.058, 0.122, 0.092, 0.106, 0.109, 0.060, -0.101, -0.263, -0.247, -0.069, 0.114, 0.113, 0.131, 0.127, 0.135, 0.072, -0.080, -0.227, -0.165, -0.114, 0.059, 0.133, 0.117, 0.132, 0.090, 0.070],
  "homo_ev": -9.5,
  "largest_force_ha_per_bohr": 0.0659,
  "charge": 0,
  "multiplicity": 1,
  "total_energy_ev": -48170.462,
  "lumo_ev": 0.131,
  "smiles": "CC(C)O.CC(C)O.OCCO.OCCO.OCCO.OCCO.OCCO.OCCO",
  "gap_ev": 9.630
}